a:
Formula: C5H11N2O
Source: OMol25
Level of theory: wB97M-V/def2-TZVPD

Atoms and positions in Å:
C1 0.5234 1.4002 1.2224
C2 0.0849 0.0462 0.7213
C3 -1.7211 0.5403 -0.2290
C4 0.6463 -2.1456 -0.2305
C5 0.6696 -0.6465 -0.3977
N1 -2.7716 -0.3257 -0.3430
N2 1.3184 -0.0981 -1.4437
O1 -1.4772 1.6866 -0.4315
H1 0.5296 1.3509 2.2800
H2 1.5446 1.6106 0.7269
H3 -0.1083 -0.6715 1.5119
H4 -0.3416 -2.6559 -0.5506
H5 1.4129 -2.5745 -0.8649
H6 0.7336 -2.6612 0.7478
H7 -2.6944 -1.2518 0.1203
H8 -3.6501 -0.0624 -0.6739
H9 -0.1407 2.3588 0.9011
H10 1.5536 -0.7972 -2.2021
H11 1.4035 0.8735 -1.5616

- spin multiplicity = 1
- Kohn-Sham gap (spin up / spin down) (eV) = 9.1 / 9.1
- charge = +1
- E_HOMO (spin up / spin down) (eV) = -13.57 / -13.57



b:
Formula: C5H11N2O
Source: OMol25
Level of theory: wB97M-V/def2-TZVPD

Atoms and positions in Å:
C1 0.3264 0.1280 -1.7064
C2 0.2451 0.0981 -0.1969
C3 1.6756 0.1556 0.5845
C4 -0.6148 -1.1701 0.2555
C5 -0.9213 1.1314 0.1984
N1 2.7918 0.5506 -0.0819
N2 -0.8128 1.6196 1.3737
O1 1.5927 -0.1862 1.7237
H1 0.4620 1.1892 -2.0302
H2 -0.6920 -0.1841 -1.9991
H3 -1.6148 -1.0832 -0.2273
H4 -0.2463 -2.0392 -0.4579
H5 -0.6984 -1.3693 1.2820
H6 -1.9270 1.1621 -0.3224
H7 2.9761 0.4889 -1.0818
H8 3.5870 0.6734 0.4868
H9 -1.6140 2.0567 1.8335
H10 1.1683 -0.5222 -2.0444
H11 0.1102 1.6244 1.8773

- spin multiplicity = 1
- Kohn-Sham gap (eV) = 9.6
- charge = +1
- E_HOMO (eV) = -14.22



List of relative energies, unit kJ/mol: a 76.3; b 0.0



a:
Formula: C5H14O2
Source: OMol25
Level of theory: wB97M-V/def2-TZVPD

Atoms and positions in Å:
C1 -0.0628 0.7979 -1.0345
O1 0.8687 1.8554 -0.7562
C2 -1.2781 0.8021 -0.1349
C3 -0.9825 1.2321 1.3390
C4 0.0931 0.3060 2.0055
C5 -0.2271 -1.1948 1.9830
H1 -0.2578 0.9078 -2.1100
H2 0.4453 -0.1919 -0.9503
H3 0.7645 2.4769 -1.4648
H4 -2.0206 1.5106 -0.5189
H5 -1.8126 -0.1437 -0.0735
H6 -0.6916 2.2697 1.4795
H7 -1.8628 1.0208 1.9670
H8 0.9995 0.5120 1.4277
H9 0.3970 0.6601 2.9914
H10 0.6860 -1.8012 2.0492
H11 -0.7269 -1.5456 1.0771
H12 -0.8697 -1.4591 2.8273
H13 1.7937 -2.3961 -2.8242
H14 0.9100 -3.4476 -3.4603
O2 1.2369 -3.1632 -2.6052

- spin multiplicity = 1
- Kohn-Sham gap (eV) = 10.9
- charge = 0
- E_HOMO (eV) = -10.20



b:
Formula: C5H14O2
Source: OMol25
Level of theory: wB97M-V/def2-TZVPD

Atoms and positions in Å:
C1 1.6335 -1.7416 -1.0447
C2 1.1576 -1.0452 0.1994
C3 -0.2365 -1.5533 0.6034
C4 -1.3002 -0.7795 0.5495
C5 -2.6526 -1.4518 0.6890
H1 1.3182 -2.7784 -0.8669
H2 2.6677 -1.7636 -1.3812
H3 1.0979 -1.4129 -1.9339
H4 1.1588 0.0460 0.1769
H5 1.7886 -1.2191 1.0806
H6 -0.0398 -2.6041 0.7909
H7 -1.4145 0.2670 0.3052
H8 -2.6362 -2.5288 0.8471
H9 -3.3279 -1.1941 -0.1287
H10 -3.1993 -1.0947 1.5747
H11 -2.5592 3.7748 3.5993
H12 -1.2662 2.9539 4.1520
O1 -1.6091 3.7206 3.6941
H13 3.3940 4.1375 -4.6480
H14 2.7023 3.0759 -3.7701
O2 3.3229 3.1912 -4.4886

- spin multiplicity = 1
- Kohn-Sham gap (eV) = 10.1
- charge = 0
- E_HOMO (eV) = -9.33



List of relative energies, unit kJ/mol: a 0.0; b 79.9



a:
Formula: C40H111N9O11
Source: OMol25
Level of theory: wB97M-V/def2-TZVPD

Atoms and positions in Å:
C1 -2.8647 -2.1629 -11.0915
C2 -1.5409 -2.9303 -11.1116
C3 -1.4427 -3.9558 -9.9750
O1 -1.3579 -3.1651 -8.7987
C4 -1.2320 -4.0451 -7.5942
N1 -1.3335 -3.5556 -12.3974
H1 -2.9106 -1.4670 -11.9292
H2 -2.9547 -1.5704 -10.1810
H3 -3.8089 -2.7075 -11.0873
H4 -0.7782 -2.1772 -10.9134
H5 -0.5420 -4.5672 -10.0314
H6 -2.2612 -4.6735 -10.0299
H7 -0.3317 -4.6547 -7.5184
H8 -2.0743 -4.7284 -7.4857
H9 -1.2087 -3.4342 -6.6918
H10 -0.3443 -3.7544 -12.4411
H11 -1.6700 -4.5075 -12.3712
C5 -3.5475 8.5988 0.7510
C6 -2.2283 8.6296 1.5359
C7 -1.3919 9.8779 1.3305
O2 -0.2126 9.7995 2.1511
C8 0.6682 10.9208 1.9560
N2 -2.6531 8.5618 2.9058
H12 -4.0880 7.6537 0.8024
H13 -3.2970 8.7734 -0.2954
H14 -4.3251 9.2908 1.0744
H15 -1.6002 7.7806 1.2660
H16 -1.8518 10.8312 1.5908
H17 -1.1124 9.8677 0.2769
H18 1.5575 10.7794 2.5702
H19 0.1933 11.8657 2.2200
H20 1.0311 11.0374 0.9348
H21 -3.4081 9.2324 2.9244
H22 -1.9973 9.1069 3.4468
C9 -6.8541 -2.6516 -6.7008
C10 -7.2641 -1.2951 -6.0585
C11 -6.0841 -0.3702 -5.7909
O3 -5.1785 -0.9352 -4.8675
C12 -5.6546 -1.1372 -3.5610
N3 -8.3047 -0.7669 -6.9110
H23 -6.0048 -2.5018 -7.3674
H24 -7.5297 -3.1919 -7.3639
H25 -6.4938 -3.3608 -5.9556
H26 -7.8022 -1.4598 -5.1251
H27 -6.4022 0.5772 -5.3558
H28 -5.5394 -0.0904 -6.6926
H29 -6.3272 -1.9896 -3.4656
H30 -6.1385 -0.2267 -3.2075
H31 -4.7373 -1.3146 -2.9996
H32 -7.8904 -0.5207 -7.7986
H33 -8.6199 0.1342 -6.5814
C13 3.8761 -1.2473 -6.4522
C14 3.9785 -0.5530 -7.8127
C15 4.5617 -1.5211 -8.9570
O4 5.9153 -1.7925 -8.6512
C16 6.5186 -2.6523 -9.5893
N4 2.6197 -0.1752 -8.0721
H34 3.1486 -2.0565 -6.5150
H35 3.6367 -0.6056 -5.6042
H36 4.8466 -1.7220 -6.3073
H37 4.6189 0.3274 -7.7578
H38 4.4638 -0.9570 -9.8846
H39 3.9515 -2.4177 -9.0662
H40 5.9780 -3.5792 -9.3979
H41 7.5386 -2.8217 -9.2442
H42 6.4391 -2.3269 -10.6265
H43 1.9896 -0.9641 -8.0467
H44 2.2323 0.3125 -7.2770
C17 7.5821 2.3593 1.8365
C18 6.2413 2.0280 1.1206
C19 5.2034 3.1267 1.0365
O5 4.9880 3.6802 2.3736
C20 3.9416 4.7105 2.3646
N5 6.6044 1.5669 -0.2132
H45 8.1901 1.4569 1.9003
H46 7.4248 2.6149 2.8844
H47 8.1470 3.1080 1.2812
H48 5.7219 1.2266 1.6461
H49 4.2609 2.7485 0.6405
H50 5.5510 3.9258 0.3817
H51 3.5785 4.9633 3.3608
H52 3.1336 4.5347 1.6545
H53 4.4018 5.6155 1.9681
H54 7.4041 0.9595 -0.1049
H55 5.8809 0.9232 -0.5002
C21 -1.9600 4.7670 -3.9932
C22 -0.4996 4.2804 -4.2191
C23 0.5780 5.0219 -3.4457
O6 0.6395 6.4040 -3.7149
C24 1.6617 7.0663 -2.9469
N6 -0.4336 2.8807 -3.9341
H56 -1.9846 5.8487 -4.1253
H57 -2.3890 4.5781 -3.0091
H58 -2.6714 4.3534 -4.7080
H59 -0.1632 4.4703 -5.2384
H60 1.5142 4.4757 -3.5610
H61 0.2731 4.8356 -2.4159
H62 2.6671 6.7598 -3.2356
H63 1.5831 6.8352 -1.8846
H64 1.6355 8.1484 -3.0755
H65 -1.3457 2.5024 -4.1465
H66 -0.3285 2.7322 -2.9406
C25 4.4130 -1.4285 13.2294
C26 3.1160 -1.9354 12.6321
C27 3.1425 -1.7932 11.0824
O7 3.1251 -0.4674 10.6487
C28 3.5383 -0.3143 9.3084
N7 2.8560 -3.2901 13.1060
H67 4.7792 -0.5183 12.7546
H68 5.1988 -2.1816 13.1707
H69 4.1702 -1.1694 14.2599
H70 2.3458 -1.2404 12.9669
H71 2.3094 -2.2873 10.5825
H72 4.0586 -2.2827 10.7521
H73 3.0052 -0.9282 8.5824
H74 4.5998 -0.5581 9.2650
H75 3.2819 0.6932 8.9808
H76 2.0676 -3.7436 12.6668
H77 3.5613 -3.9273 12.7646
C29 -7.0232 -4.5414 9.5839
C30 -6.3264 -3.4947 10.3250
C31 -5.5978 -2.4626 9.4277
O8 -4.3539 -3.0774 9.0181
C32 -3.5823 -2.2256 8.1972
N8 -7.3054 -2.9156 11.2287
H78 -7.4192 -5.3195 10.2366
H79 -6.3433 -5.0334 8.8884
H80 -7.8929 -4.0954 9.1014
H81 -5.5673 -3.9270 10.9768
H82 -5.3778 -1.5017 9.8928
H83 -6.2803 -2.3107 8.5915
H84 -2.7025 -2.7950 7.8975
H85 -3.2274 -1.3564 8.7510
H86 -4.2244 -2.0151 7.3420
H87 -7.8225 -3.6852 11.6292
H88 -6.9050 -2.3794 11.9852
C33 4.9063 -7.8500 2.5188
C34 4.0364 -8.2536 1.2621
C35 4.6671 -7.8370 -0.0534
O9 4.5489 -6.4762 -0.0086
C36 4.9406 -5.7946 -1.1593
N9 3.9068 -9.6826 1.3292
H89 4.8077 -6.7735 2.6585
H90 5.9406 -8.1849 2.4402
H91 4.5806 -8.3806 3.4135
H92 3.0327 -7.8573 1.4161
H93 4.1180 -8.3267 -0.8576
H94 5.7103 -8.1490 -0.1045
H95 4.2635 -6.0222 -1.9827
H96 5.9860 -5.8855 -1.4542
H97 4.9281 -4.7291 -0.9297
H98 3.1642 -9.9189 1.9717
H99 3.5249 -10.0118 0.4541
C37 -5.4537 1.6281 3.2602
C38 -4.9304 2.5512 4.3341
O10 -3.7817 3.1832 3.8621
H100 -5.7085 2.1543 2.3403
H101 -6.3031 1.0450 3.6162
H102 -4.6488 0.9462 2.9861
H103 -4.7462 1.9704 5.2378
H104 -5.6083 3.3890 4.4973
H105 -4.0295 4.1105 3.8840
C39 0.7561 -1.3127 0.7992
C40 0.2592 -0.2493 1.7465
O11 -0.3293 0.7820 0.9838
H106 1.2152 -2.1636 1.3026
H107 1.4250 -0.8568 0.0693
H108 -0.0707 -1.6822 0.1925
H109 0.9969 0.1004 2.4687
H110 -0.5660 -0.5926 2.3703
H111 -0.7557 1.4344 1.5443

- spin multiplicity = 1
- Kohn-Sham gap (eV) = 9.0
- charge = 0
- E_HOMO (eV) = -8.82



b:
Formula: C40H111N9O11
Source: OMol25
Level of theory: wB97M-V/def2-TZVPD

Atoms and positions in Å:
C1 0.1959 0.3892 -0.9606
C2 -0.6279 0.3737 0.3394
O1 0.2679 0.2826 1.4648
H1 -0.4263 0.4090 -1.8553
H2 0.6409 -0.5974 -1.0901
H3 0.9180 1.1763 -1.1783
H4 -1.2469 -0.5076 0.5074
H5 -1.2066 1.2974 0.3475
H6 0.8142 1.0711 1.5029
C3 3.0662 -3.1701 -2.4905
C4 2.8497 -4.7312 -2.4537
O2 1.7785 -5.0902 -3.2041
H7 2.1201 -2.7372 -2.1656
H8 3.3252 -2.7619 -3.4674
H9 3.8931 -2.8216 -1.8716
H10 2.6895 -5.0338 -1.4189
H11 3.6810 -5.2886 -2.8853
H12 1.6124 -6.0267 -3.0739
C5 -3.8465 2.2583 2.9637
C6 -4.0194 2.3061 4.4916
C7 -3.8625 0.8704 5.0733
O3 -4.0002 0.8390 6.4704
C8 -3.6886 -0.3916 7.0630
N1 -2.9700 3.1532 5.0269
H13 -2.9033 1.8885 2.5616
H14 -3.9480 3.2112 2.4442
H15 -4.6411 1.6566 2.5225
H16 -4.9871 2.7317 4.7570
H17 -2.8894 0.4840 4.7703
H18 -4.5760 0.1741 4.6327
H19 -4.5727 -1.0099 6.9073
H20 -3.5962 -0.3722 8.1489
H21 -2.8202 -0.7997 6.5460
H22 -2.0575 2.8797 4.6915
H23 -3.0830 2.9353 6.0066
C9 -2.5935 -0.8947 -6.7910
C10 -2.5389 -0.2248 -5.4007
C11 -1.0794 0.1553 -5.0564
O4 -0.2389 -1.0486 -4.9940
C12 1.1116 -0.7137 -4.8655
N2 -3.5368 0.8812 -5.3489
H24 -2.0466 -1.8342 -6.7113
H25 -2.1488 -0.3130 -7.5985
H26 -3.6060 -1.2000 -7.0550
H27 -2.8460 -0.9556 -4.6526
H28 -1.0955 0.7807 -4.1638
H29 -0.6979 0.8182 -5.8330
H30 1.3379 -0.0055 -4.0684
H31 1.6403 -0.4134 -5.7701
H32 1.6306 -1.6448 -4.6381
H33 -4.4773 0.5359 -5.2206
H34 -3.3903 1.3707 -4.4777
C13 6.7203 1.3441 -6.1964
C14 5.7537 0.4794 -5.3322
C15 5.2897 1.1078 -3.9630
O5 4.6818 0.1362 -3.1191
C16 4.0579 0.6344 -1.9238
N3 4.6270 0.1177 -6.1109
H35 7.3697 0.6776 -6.7641
H36 7.3616 1.9905 -5.5971
H37 6.1277 1.8735 -6.9424
H38 6.2353 -0.4713 -5.1034
H39 4.5984 1.9322 -4.1379
H40 6.2065 1.3655 -3.4327
H41 3.6650 -0.2170 -1.3682
H42 3.1900 1.2336 -2.1988
H43 4.7102 1.2190 -1.2750
H44 4.9863 -0.5597 -6.7682
H45 4.0412 -0.3900 -5.4635
C17 -7.2567 -2.1722 4.3159
C18 -7.1176 -3.0683 3.0732
C19 -5.7130 -3.1867 2.5414
O6 -5.1571 -1.8794 2.4016
C20 -3.8461 -1.8314 1.8935
N4 -7.7402 -4.3517 3.4455
H46 -6.9347 -1.1636 4.0568
H47 -6.7316 -2.4972 5.2141
H48 -8.3125 -2.1932 4.5860
H49 -7.6590 -2.6414 2.2289
H50 -5.6085 -3.7594 1.6199
H51 -5.1111 -3.7070 3.2865
H52 -3.0536 -2.2526 2.5122
H53 -3.6134 -0.8170 1.5695
H54 -3.7134 -2.3024 0.9195
H55 -7.8287 -4.9003 2.6020
H56 -8.7000 -4.2411 3.7400
C21 1.6289 3.5599 -0.1952
C22 2.6148 2.6480 0.5522
C23 3.9894 3.3029 0.6257
O7 4.8896 2.3888 1.2661
C24 6.2238 2.8212 1.3918
N5 2.0985 2.4525 1.9277
H57 1.6010 4.5407 0.2795
H58 0.5960 3.2117 -0.1948
H59 1.9622 3.7090 -1.2222
H60 2.7257 1.6850 0.0539
H61 4.0246 4.2479 1.1678
H62 4.3253 3.4892 -0.3944
H63 6.7341 2.9004 0.4319
H64 6.7671 2.0997 2.0020
H65 6.4418 3.7583 1.9039
H66 1.8549 3.3781 2.2505
H67 2.8350 2.0954 2.5193
C25 -2.5608 -1.9869 -2.0871
C26 -1.4525 -3.0254 -2.0270
C27 -1.8874 -4.3713 -1.4583
O8 -2.6875 -4.2776 -0.2583
C28 -2.8167 -5.4472 0.4366
N6 -0.9265 -3.2490 -3.3753
H68 -3.4293 -2.2646 -2.6843
H69 -2.1327 -1.1002 -2.5546
H70 -2.8069 -1.6800 -1.0706
H71 -0.6382 -2.6286 -1.4206
H72 -0.9756 -4.9388 -1.2717
H73 -2.4941 -4.8773 -2.2093
H74 -3.2749 -6.2652 -0.1193
H75 -3.5471 -5.1932 1.2049
H76 -1.9384 -5.7980 0.9784
H77 -0.6314 -2.4817 -3.9620
H78 -0.1114 -3.8446 -3.4053
C29 -0.2890 1.4653 6.7051
C30 0.5026 2.2073 5.6536
C31 1.9617 1.7270 5.5663
O9 2.7290 2.6631 4.8232
C32 4.0899 2.2972 4.8167
N7 -0.2230 2.0871 4.3744
H79 0.1513 1.6080 7.6919
H80 -0.1449 0.3938 6.5662
H81 -1.3366 1.7650 6.7337
H82 0.4583 3.2700 5.8923
H83 1.9285 0.7483 5.0878
H84 2.3994 1.6310 6.5599
H85 4.6107 3.1940 4.4809
H86 4.3692 1.4405 4.2034
H87 4.3842 1.9910 5.8205
H88 0.4010 2.2762 3.6031
H89 -0.5427 1.1317 4.3030
C33 0.3179 -3.7445 1.3094
C34 1.7243 -3.6656 1.9479
C35 2.1441 -2.1943 2.0313
O10 3.5355 -2.0695 2.2511
C36 3.8884 -0.7079 2.2790
N8 1.6102 -4.2492 3.3083
H90 -0.3499 -2.9836 1.7134
H91 -0.1248 -4.7378 1.3847
H92 0.4421 -3.5388 0.2462
H93 2.4639 -4.2623 1.4140
H94 1.6144 -1.7097 2.8515
H95 1.8575 -1.7465 1.0798
H96 4.8109 -0.5504 2.8379
H97 3.1266 -0.0385 2.6785
H98 4.1002 -0.3853 1.2596
H99 1.1772 -5.1499 3.1622
H100 2.4911 -4.6564 3.5881
C37 -1.4987 5.2698 -1.9019
C38 -1.3126 5.2192 -3.4747
C39 -0.5413 3.9926 -3.9931
O11 0.8001 4.1020 -3.5479
C40 1.6655 3.1396 -4.1569
N9 -2.6751 5.2107 -3.9597
H101 -0.5277 5.0152 -1.4772
H102 -2.2358 4.5348 -1.5787
H103 -1.7674 6.2173 -1.4349
H104 -0.8158 6.1493 -3.7505
H105 -0.6525 3.9846 -5.0774
H106 -0.8536 3.0132 -3.6309
H107 1.6611 2.0823 -3.8922
H108 2.6897 3.5026 -4.0708
H109 1.4819 3.1552 -5.2312
H110 -2.9104 6.1929 -3.9699
H111 -2.6213 5.0031 -4.9466

- spin multiplicity = 1
- Kohn-Sham gap (eV) = 8.7
- charge = 0
- E_HOMO (eV) = -8.25



List of relative energies, unit kJ/mol: a 234.7; b 0.0